{"formula": "C21H33BBrF12NO12P", "method": "wB97M-V/def2-TZVPD", "symbols": ["N", "B", "C", "C", "O", "C", "C", "C", "Br", "P", "O", "O", "O", "H", "H", "H", "H", "H", "H", "H", "H", "H", "H", "H", "H", "H", "C", "C", "O", "C", "O", "C", "F", "F", "F", "H", "H", "H", "H", "H", "C", "C", "O", "C", "O", "C", "F", "F", "F", "H", "H", "H", "H", "H", "C", "C", "O", "C", "O", "C", "F", "F", "F", "H", "H", "H", "H", "H", "C", "C", "O", "C", "O", "C", "F", "F", "F", "H", "H", "H", "H", "H"], "xyz": [[-0.5980, -0.2672, 4.3541], [-0.3746, -0.6376, 2.8649], [0.0241, -2.2618, 2.6353], [-1.1228, -3.1764, 2.5022], [-1.3798, -3.8910, 1.5515], [-1.6063, -0.1068, 1.9150], [-2.9850, -0.3256, 2.5575], [-4.1903, -0.4005, 1.6266], [-4.0091, -1.6352, 0.1332], [1.1982, 0.3720, 2.2659], [1.2699, 1.8434, 2.5373], [1.3726, 0.1457, 0.6540], [2.5403, -0.3318, 2.8895], [-0.8772, -1.0809, 4.8872], [0.2222, 0.1254, 4.8010], [0.6990, -2.4148, 1.7831], [0.5637, -2.5519, 3.5506], [-1.8190, -3.2001, 3.3716], [-1.4607, 0.9763, 1.7909], [-1.5417, -0.5591, 0.9189], [-3.1782, 0.5451, 3.1991], [-2.9820, -1.1897, 3.2325], [-5.0670, -0.7653, 2.1692], [-4.4450, 0.5792, 1.2136], [1.6640, 0.9877, 0.2798], [3.2015, 0.3625, 3.0186], [1.7624, -0.3609, -4.1600], [1.0484, 0.8889, -4.6226], [1.2259, 1.9624, -3.6733], [2.3413, 2.6607, -3.7602], [3.2208, 2.5484, -4.5647], [2.3584, 3.7159, -2.6319], [1.9640, 3.1756, -1.4858], [1.5351, 4.7286, -2.9406], [3.5862, 4.2150, -2.4801], [1.4263, -0.6433, -3.1624], [1.5497, -1.1812, -4.8451], [2.8408, -0.2070, -4.1289], [-0.0272, 0.7342, -4.6626], [1.3914, 1.2176, -5.6034], [-6.1043, -2.1603, -6.6942], [-4.9375, -3.1222, -6.7375], [-4.0588, -2.9246, -5.6143], [-4.4304, -3.5105, -4.4798], [-5.4031, -4.1836, -4.3109], [-3.3811, -3.2322, -3.3799], [-3.0077, -1.9515, -3.3936], [-2.2967, -3.9887, -3.6102], [-3.8714, -3.5334, -2.1915], [-5.7474, -1.1316, -6.6411], [-6.7127, -2.2740, -7.5916], [-6.7325, -2.3492, -5.8247], [-4.3142, -2.9459, -7.6119], [-5.2727, -4.1587, -6.7546], [-1.7049, -6.9190, 7.3021], [-1.7907, -5.9325, 8.4456], [-1.7829, -4.5761, 7.9600], [-2.9474, -4.1029, 7.5385], [-3.9999, -4.6701, 7.5447], [-2.7691, -2.6489, 7.0477], [-1.6718, -2.5332, 6.3016], [-2.6507, -1.8343, 8.1073], [-3.8218, -2.2699, 6.3373], [-0.8267, -6.7160, 6.6895], [-1.6326, -7.9340, 7.6932], [-2.5862, -6.8561, 6.6651], [-0.9173, -5.9999, 9.0909], [-2.6825, -6.0929, 9.0507], [5.5899, 6.9400, -4.4438], [5.8145, 6.6402, -2.9793], [7.1705, 6.9594, -2.5854], [7.4153, 8.2273, -2.3101], [6.6512, 9.1462, -2.3464], [8.8892, 8.3861, -1.8732], [9.7154, 7.7083, -2.6765], [9.0461, 7.9233, -0.6263], [9.2451, 9.6675, -1.8925], [6.3193, 6.4102, -5.0570], [4.5905, 6.6176, -4.7338], [5.6827, 8.0070, -4.6453], [5.7062, 5.5785, -2.7775], [5.1171, 7.1827, -2.3430]], "forces_ev_per_a": [[0.0, 0.0, -0.3], [0.0, -0.1, 0.0], [0.2, 0.0, 0.0], [-0.1, -0.2, -0.2], [0.0, 0.2, 0.2], [0.2, 0.1, 0.1], [0.1, 0.2, -0.1], [-0.3, 0.2, 0.5], [0.0, 0.0, 0.0], [-0.3, 0.5, 0.2], [0.2, -0.2, -0.1], [0.1, -0.1, -0.1], [0.1, 0.0, 0.0], [0.1, 0.2, 0.1], [-0.1, -0.1, 0.1], [-0.2, 0.0, 0.0], [0.0, 0.1, -0.1], [0.0, 0.0, 0.1], [-0.1, -0.1, -0.2], [-0.1, 0.0, 0.1], [0.0, -0.2, 0.1], [-0.1, 0.0, -0.2], [0.1, 0.1, -0.1], [0.2, -0.2, -0.2], [-0.1, 0.0, 0.0], [-0.1, -0.1, 0.0], [0.1, 0.1, 0.1], [-0.1, -0.3, -0.2], [0.0, 0.1, 0.0], [-0.1, -0.1, 0.0], [0.0, 0.0, 0.0], [0.0, -0.2, -0.1], [0.0, 0.1, 0.2], [0.0, 0.0, 0.0], [0.0, 0.0, 0.0], [0.0, 0.0, 0.0], [0.0, 0.0, 0.0], [0.0, 0.0, 0.0], [0.0, 0.1, 0.1], [0.1, 0.1, 0.0], [0.0, 0.1, 0.1], [-0.1, 0.0, -0.3], [0.0, 0.0, 0.1], [0.0, 0.0, -0.1], [0.0, 0.0, 0.0], [-0.1, 0.0, 0.0], [0.0, 0.0, 0.0], [0.0, 0.0, 0.0], [0.0, -0.1, -0.1], [0.0, 0.0, 0.0], [0.0, 0.0, 0.0], [0.0, 0.0, 0.0], [0.1, 0.0, 0.1], [0.0, 0.0, 0.1], [0.0, 0.1, -0.1], [0.0, -0.3, 0.1], [0.0, 0.1, 0.0], [0.0, -0.1, 0.0], [0.0, 0.0, 0.0], [0.0, -0.1, 0.0], [-0.1, 0.0, 0.1], [0.0, 0.0, 0.0], [0.0, 0.0, 0.0], [0.0, 0.0, 0.0], [0.0, 0.0, 0.0], [0.0, 0.0, 0.0], [0.0, 0.1, 0.0], [0.0, 0.1, -0.1], [0.1, 0.1, 0.0], [-0.3, -0.2, -0.1], [0.1, 0.1, 0.1], [-0.1, -0.1, 0.0], [0.0, 0.0, 0.0], [0.0, 0.0, 0.0], [0.0, 0.0, 0.0], [0.0, 0.0, 0.0], [0.0, 0.0, 0.0], [0.0, -0.1, 0.0], [0.0, 0.0, 0.0], [0.0, 0.0, 0.0], [0.1, 0.0, 0.0], [0.1, 0.1, 0.0]], "homo_lumo_gap_ha": 0.2532, "largest_force_ha_per_bohr": 0.0118, "total_charge": -1, "e_tot_ha": -5916.527974}